[1]
# C13H21N2

A gas-phase ion, C13H21N2 (charge +1) (ωB97M-V/def2-TZVPD, the Open Molecules 2025 dataset).

```
36
Properties=species:S:1:pos:R:3:forces:R:3
C -4.4202 -0.2019 -0.3096 -1.889 0.514 0.369
C -3.7667 1.0240 -0.2468 2.112 2.854 -0.870
C -3.7216 -1.3648 -0.0135 0.672 -4.192 0.548
C -2.3993 1.0354 0.0045 -2.902 4.117 -1.461
C -2.3692 -1.3856 0.1516 -1.614 -1.532 0.039
C -1.6912 -0.1538 0.1737 4.905 0.041 0.963
C 0.3382 -1.0375 1.5861 -3.796 2.030 0.628
C 0.7840 0.6965 -0.0192 -0.088 0.343 -0.560
C 1.9714 -0.3285 -0.1694 -1.181 1.285 1.286
C 0.3857 1.0385 -1.4276 0.403 0.762 -1.356
C 1.1217 1.8914 0.8936 -3.041 1.504 -0.515
C 3.4133 0.2595 -0.1882 -2.139 -0.814 0.182
C 1.7338 -1.3764 -1.2234 1.678 0.593 0.960
N -0.3026 -0.0606 0.6507 -0.787 -1.006 -0.845
N 1.7270 -1.0300 1.2206 2.199 1.275 -0.347
H -5.4906 -0.1923 -0.4040 -0.191 -0.305 -0.180
H -4.3658 1.9081 -0.6646 1.370 -1.002 1.141
H -4.3646 -2.3068 0.0356 1.370 1.124 -0.251
H -1.8307 1.9790 -0.1386 -0.610 -0.659 0.343
H -1.7003 -2.2246 0.1522 -0.574 -0.931 0.152
H 0.0383 -0.6228 2.6110 1.543 -0.825 -0.913
H -0.1943 -1.9595 1.5029 0.288 -1.034 -0.160
H -0.1580 0.2751 -1.9419 -0.342 -0.873 0.068
H 1.2254 1.2369 -2.1015 0.328 0.055 0.409
H -0.2445 1.8830 -1.5786 -0.446 0.905 0.530
H 0.4912 2.8249 0.6772 0.294 -1.496 -0.320
H 2.0412 2.3659 0.8869 2.357 0.147 -0.097
H 0.7594 1.7188 1.8919 0.387 -0.456 0.690
H 3.9801 -0.6267 -0.3540 1.292 -0.386 0.094
H 3.6314 0.7635 0.7516 0.349 0.091 -0.237
H 3.5198 0.8938 -1.0618 0.024 0.260 0.101
H 2.4244 -2.1970 -0.9394 -1.165 -0.382 -0.304
H 2.2017 -1.0023 -2.1090 -0.175 0.229 -0.928
H 0.6706 -1.4668 -1.3249 -0.298 -1.181 -0.261
H 2.2493 -0.4172 1.8234 0.024 0.477 0.839
H 2.3117 -1.8394 1.2027 -0.356 -1.529 0.263
```
Positions in Å, forces in eV/Å.

As for the expectation value of S²: 2.0130. Its total energy is -16789.6713 eV. Its molecular weight is 205.33 g mol⁻¹. As for the charge: +1. As for the spin multiplicity: 3.

Löwdin population analysis, charges in e, atoms 1 to 8: -0.099 -0.078 -0.085 -0.042 -0.056 -0.230 -0.074 -0.437

[2]
# C13H21N6O4

A gas-phase ion, C13H21N6O4 (charge +1) (ωB97M-V/def2-TZVPD, the Open Molecules 2025 dataset).

```
44
Properties=species:S:1:pos:R:3:forces:R:3
C 0.8270 0.7304 5.4870 -0.991 0.721 -0.227
N 1.2227 1.2447 4.1351 -0.325 -0.669 0.772
C 0.5492 0.8038 3.0434 0.617 0.447 -0.120
O -0.2283 -0.1179 3.1175 -1.007 -0.786 -0.102
C 0.8630 1.4281 1.6657 -0.033 -0.687 0.120
C 2.2438 0.9170 1.1752 -0.375 1.004 -0.534
C 2.2272 -0.4277 0.4942 0.027 1.003 0.996
N 1.8599 -1.4685 1.1986 -0.469 -0.995 1.389
O 2.6155 -0.5408 -0.6349 0.563 0.050 -2.733
N -0.2156 1.0554 0.7347 -0.381 0.410 0.483
C -0.3833 1.5412 -0.5114 0.040 -1.869 0.988
O 0.4866 2.1819 -1.0466 0.702 1.192 -1.115
C -1.6724 1.1450 -1.2815 -0.051 0.165 -0.080
C -1.4500 0.9862 -2.8012 0.446 0.279 -0.570
C -0.3792 0.0106 -3.2978 -1.650 0.782 0.203
C -0.5189 -0.9712 -4.2470 1.526 1.414 1.819
N 0.7417 -1.5184 -4.3542 1.003 0.190 0.920
C 1.6013 -0.9147 -3.4731 -1.979 -0.121 -1.146
N 0.9332 0.0576 -2.8708 -0.486 -0.826 -0.228
N -2.4633 0.0403 -0.7434 -1.346 1.542 0.428
C -2.0498 -1.2309 -0.6597 1.674 -1.625 0.127
C -3.0676 -2.3039 -0.2862 -0.069 0.978 -0.563
O -0.8642 -1.4955 -0.8585 -0.499 0.010 -0.156
H 1.6823 0.5879 6.1357 0.248 0.182 -0.101
H 0.2736 -0.2253 5.4449 0.464 0.568 -0.472
H 0.1221 1.4756 5.9392 0.694 -0.623 -0.199
H 1.8974 1.9956 4.1129 -0.248 -0.052 -0.233
H 0.8579 2.5012 1.8090 0.294 0.344 -0.262
H 2.5887 1.6215 0.4127 0.120 -0.167 0.232
H 2.9696 0.8712 1.9773 0.114 0.183 0.311
H 1.5880 -1.3492 2.1697 -0.131 -0.532 -0.463
H 1.8747 -2.3589 0.7203 -0.180 0.020 0.416
H -0.9131 0.4429 1.1086 -0.220 -0.337 0.338
H -2.2664 2.0761 -1.2033 -0.089 -0.598 0.122
H -1.1748 1.9802 -3.1828 0.029 -0.215 0.086
H -2.4445 0.7728 -3.2605 0.868 -0.151 0.281
H -1.4044 -1.2971 -4.7210 -0.369 -0.366 -0.600
H 0.9648 -2.2942 -4.9550 0.270 -0.027 0.057
H 2.6088 -1.1431 -3.2663 0.839 -0.385 -0.025
H 1.2866 0.5954 -2.0617 -0.093 -0.199 -0.517
H -3.4403 0.2443 -0.5368 0.488 -0.131 -0.119
H -3.6089 -1.9564 0.5881 -0.382 -0.124 0.032
H -2.6015 -3.2504 -0.0691 0.391 -0.068 0.037
H -3.7393 -2.4424 -1.1470 -0.042 0.070 0.408
```
Positions in Å, forces in eV/Å.

The value obtained for the energy relative to the best compared isomer or geometry (same formula, charge and spin) is 0.0 kcal/mol. Its total energy is -30949.4067 eV. Its molecular weight is 325.35 g mol⁻¹. As for the charge: +1. As for the structure (SMILES): CNC(=O)[C@@H](CC(N)=O)NC(=O)[C@@H](Cc1c[nH]c[nH+]1)NC(C)=O.

Löwdin population analysis, charges in e, atoms 1 to 8: -0.038 0.039 -0.478 0.059 -0.164 -0.033 -0.589 0.223

[3]
# C13H21O4PTi

A molecular structure, C13H21O4PTi (ωB97M-V/def2-TZVPD, the Open Molecules 2025 dataset).

```
40
Properties=species:S:1:pos:R:3:forces:R:3
O 2.1326 1.5172 3.2872 -2.445 1.263 -5.841
C 1.7108 1.7436 2.2224 4.028 -2.067 8.966
Ti 1.0275 2.0944 0.3842 -3.090 -0.655 0.480
O 5.6183 -1.5165 2.1962 -1.738 2.169 -0.789
C 4.9146 -0.6739 1.8823 1.628 -2.118 0.745
C 0.6742 4.0298 -0.0409 -1.155 10.371 -2.587
O 0.6200 5.1695 -0.2932 0.274 -6.517 1.505
C 2.5941 1.6966 -0.7439 8.211 -2.147 -5.980
O 3.5047 1.4674 -1.4446 -5.180 1.364 3.985
C -1.7767 1.4648 1.7749 -0.108 0.115 -0.515
C -1.4107 0.0569 1.2993 -0.051 -0.055 0.484
C -2.6473 -0.6724 0.7697 -0.389 -0.131 -0.196
P 0.0172 0.0285 0.1269 -1.550 -2.470 -0.979
C 0.9249 -1.5646 0.2927 1.108 -0.110 0.409
C -0.0385 -2.7322 0.5064 -0.693 -0.129 0.111
C 1.9116 -1.8161 -0.8569 -0.031 0.378 -0.355
C -0.4921 0.2661 -1.6339 0.289 0.059 -0.250
C -1.2994 -0.9047 -2.2187 -0.261 -0.239 -0.050
C -1.2169 1.6018 -1.8085 -0.473 -0.283 -0.208
H -2.1282 2.1005 0.9469 -0.081 -0.144 0.258
H -0.9464 1.9783 2.2862 0.039 0.077 0.262
H -2.6038 1.3629 2.4954 0.354 0.358 -0.087
H -1.0188 -0.5073 2.1595 0.046 0.088 -0.110
H -3.0901 -0.1548 -0.0889 0.045 -0.091 0.258
H -2.4595 -1.7168 0.5061 -0.032 0.289 0.025
H -3.4108 -0.6825 1.5611 0.247 0.082 -0.059
H 1.5080 -1.3973 1.2136 -0.089 -0.318 -0.059
H -0.7295 -2.8568 -0.3395 0.248 -0.019 0.295
H 0.5363 -3.6646 0.5917 0.030 0.337 0.019
H -0.6169 -2.6168 1.4319 0.130 -0.174 -0.258
H 2.7839 -1.1529 -0.7911 -0.076 -0.250 -0.008
H 2.2660 -2.8569 -0.8175 -0.088 0.391 0.066
H 1.4452 -1.6608 -1.8407 0.178 -0.233 0.249
H 0.4605 0.3066 -2.1882 -0.099 0.004 0.090
H -2.2147 -1.1020 -1.6516 0.311 0.026 -0.255
H -1.6058 -0.6312 -3.2384 0.160 0.006 0.180
H -0.7185 -1.8305 -2.2921 -0.121 0.263 0.019
H -0.6505 2.4845 -1.4380 -0.003 0.065 -0.038
H -1.3711 1.7514 -2.8893 0.045 0.267 0.390
H -2.2041 1.5906 -1.3188 0.384 0.179 -0.170
```
Positions in Å, forces in eV/Å.

As for the expectation value of S²: 0.7722. Its total energy is -54380.4114 eV. Its molecular weight is 320.15 g mol⁻¹. As for the charge: +3. As for the spin multiplicity: 2.

Löwdin population analysis, charges in e, atoms 1 to 8: 0.283 0.026 0.711 0.066 -0.003 0.062 0.298 0.015